69
Properties=species:S:1:pos:R:3:forces:R:3:lowdin_charge:R:1 method="wB97M-V/def2-TZVPD" orbital_gap_ev="9.47 / 7.37" charge=+1 s_squared=3.768 homo_ha="-0.42195 / -0.42332" multiplicity=4
O 0.018289 0.787661 2.038691 -0.1 -0.4 -0.8 -0.3915
C 1.412877 3.951852 -1.259834 0.0 -0.1 0.1 -0.2261
H -1.137871 3.907445 -2.683126 0.0 0.0 0.0 0.0981
H 2.148543 2.147242 5.636855 0.0 0.0 0.0 0.0934
C -2.826355 0.575942 2.626064 0.2 -0.3 -0.5 -0.5571
C -1.841349 -0.488028 -2.763768 0.0 0.0 0.2 -0.1963
O 0.433850 -1.418411 -0.091187 -0.4 0.4 0.3 -0.4863
H 1.962562 -0.270147 -3.161457 0.0 0.0 0.0 0.0495
H -1.684777 1.967065 4.552584 -0.1 0.1 -0.1 0.1007
Re 0.164503 0.669903 -0.087079 0.7 -0.1 0.7 1.4519
O 2.824225 -0.323578 1.201371 0.0 0.0 0.0 0.0527
N 1.732677 2.977562 1.493176 0.1 0.0 0.2 0.1477
C 2.213160 2.687759 2.508863 0.1 0.1 -0.2 -0.2703
H 1.924238 4.386536 -0.408091 0.0 0.0 0.0 0.0323
P -3.154819 0.532880 0.792069 -0.2 0.5 -0.1 0.4053
H -3.453294 -0.477935 4.412511 0.0 0.0 0.0 0.0942
C -1.042403 4.046595 0.396748 0.1 -0.1 0.1 -0.2022
H -1.921210 -1.407669 -2.181888 0.0 0.0 0.0 0.0387
O -1.839831 0.754576 0.008619 0.1 -0.4 0.2 -0.5043
H 0.965065 -4.113648 0.579392 0.0 0.0 0.0 0.0795
H 1.116987 -3.036300 1.995160 0.0 0.0 0.0 0.0773
H -4.633099 -0.827981 0.123170 -0.1 0.0 0.0 0.1098
C -0.355994 1.946526 -3.227441 0.0 0.0 0.1 -0.3470
H -2.023372 2.557790 -1.971483 0.0 0.0 0.0 0.0784
H -4.689269 -0.322539 3.154763 0.0 0.0 0.0 0.1014
P -1.030865 0.513164 3.082900 0.2 0.6 0.9 0.5692
H -0.594993 4.073024 1.387397 0.0 0.0 0.0 0.0390
S -0.585603 -2.353788 0.544359 0.0 -0.9 0.1 0.4859
H -3.869108 2.186714 2.362528 0.0 0.0 0.0 0.0837
C 4.469905 0.464937 -0.345678 -0.1 0.1 0.0 -0.4542
H -0.851470 -1.563203 3.521375 0.0 0.0 -0.1 0.0763
H 4.005813 0.824446 2.978655 0.0 0.0 0.0 0.0704
C 2.220461 2.935787 4.888747 0.1 0.1 0.0 -0.0276
C -1.026415 2.916415 -2.240241 0.0 -0.1 0.0 -0.3742
Cl 4.904084 2.181939 -0.098236 0.0 0.0 0.0 0.5997
O -3.708647 -0.901266 0.395321 0.1 0.0 0.0 -0.1042
H 4.542519 0.269036 -1.411666 0.0 -0.1 0.0 0.0776
C -3.631256 -0.510910 3.337963 0.1 0.0 0.0 -0.0527
H 0.717968 -0.853900 -4.308884 0.0 0.0 0.0 0.0645
P -0.032114 3.019573 -0.691882 -0.3 0.4 -0.5 0.7782
O -0.863459 1.703905 4.115182 0.1 -0.2 0.0 -0.0854
C 0.421521 -3.562668 1.343331 0.2 0.1 -0.3 -0.1046
H -2.657111 0.174351 -2.479117 0.0 0.0 0.0 0.0543
O -4.162142 1.594912 0.556562 0.1 0.0 0.1 -0.2659
P -0.253276 0.303202 -2.431117 -0.1 0.1 -0.6 0.8078
H 4.103154 1.194261 4.704907 0.0 0.0 0.0 0.0933
O -1.401857 -2.966678 -0.458992 0.1 0.0 -0.1 -0.2727
H -1.106742 5.056179 -0.009588 0.0 0.0 0.0 0.0657
O 2.137732 0.774691 -0.620863 -0.8 -0.1 0.2 -0.2835
H 2.862062 3.733016 5.269242 0.0 0.0 0.0 0.0952
H 5.166971 -0.143327 0.218590 0.0 0.0 0.0 0.0840
H 0.980206 -1.689534 -2.756561 0.0 0.0 0.0 0.0576
C 3.055341 0.250089 0.159893 0.3 0.0 0.2 -0.7033
H 1.225184 3.327646 4.701849 0.0 0.0 0.0 0.0811
H -3.379916 -1.497420 2.955605 0.0 0.0 0.0 0.0766
H -0.233295 -4.225425 1.903145 0.0 0.0 0.0 0.0814
H -2.040165 3.608037 0.455400 0.0 0.0 0.0 0.0438
O -3.238687 1.870423 3.040296 0.0 0.1 0.1 -0.0780
C 0.977058 -0.721847 -3.258959 0.0 0.1 0.1 -0.2028
N 2.766692 2.378865 3.652894 -0.2 -0.2 0.3 -0.1717
H 2.106204 3.279580 -1.764582 0.0 0.0 0.0 0.0406
H 0.654459 2.274769 -3.480883 0.0 0.0 0.0 0.0870
H 4.879919 2.274282 3.531094 0.0 0.0 0.0 0.0934
O -1.310690 -1.693234 1.624106 0.0 0.2 0.0 -0.3851
C 4.019294 1.627103 3.710447 0.1 0.1 -0.1 -0.0176
H -1.895268 -0.709907 -3.829981 0.0 0.0 0.0 0.0679
H 1.076215 4.730861 -1.944523 0.0 0.0 0.0 0.0613
O -0.737069 -0.730361 4.005718 -0.1 0.1 -0.2 -0.0811
H -0.926628 1.865878 -4.154023 0.0 0.0 0.0 0.0994